Run A
Computed, not measured: C2H2N4O in the gas phase, with ωB97M-V/def2-TZVPD.

Results
**LUMO**: -1.290 eV
**SMILES**: Oc1cnnnn1
**Net charge**: 0
**HOMO**: -10.049 eV

Last column: Mulliken charge in e.
Element x y z (Å)
O -1.991 0.011 -0.150  -0.480
C -0.599 -0.001 0.166  0.712
C 0.285 1.097 -0.040  -0.223
N 1.590 0.840 0.006  -0.159
N 1.869 -0.447 -0.075  -0.125
N 1.122 -1.512 -0.116  -0.122
N -0.282 -1.276 0.188  -0.322
H -2.183 -0.883 -0.160  0.361
H 0.188 2.171 0.181  0.358



Run B
Computed, not measured: C2H2N4O in the gas phase, with ωB97M-V/def2-TZVPD.

Results
**LUMO**: -1.103 eV
**SMILES**: [H]/N=c1/ncnno1
**Net charge**: 0
**HOMO**: -10.156 eV

Last column: Mulliken charge in e.
Element x y z (Å)
H 0.807 2.482 -1.107  0.267
N 1.329 1.824 -0.488  -0.622
C 0.633 0.703 -0.366  0.650
N 1.105 -0.289 0.575  -0.353
C 0.235 -1.166 0.886  -0.009
N -1.145 -1.234 0.515  -0.196
N -1.567 -0.527 -0.252  0.135
O -0.579 0.476 -0.752  -0.293
H 0.563 -1.930 1.558  0.421



Run C
Computed, not measured: a 2-piece molecular cluster, C2H2N4O overall, with ωB97M-V/def2-TZVPD.

Results
**LUMO**: -2.471 eV
**Net charge**: 0
**HOMO**: -10.186 eV

Last column: Mulliken charge in e.
Element x y z (Å)
C 1.796 1.370 -0.282  0.166
C -0.456 -0.551 0.044  0.532
N 2.461 2.075 0.332  -0.321
N 0.162 -1.691 0.475  -0.368
N 0.651 -0.319 -0.793  -0.061
N -1.741 -0.046 0.004  -0.386
O 1.363 -1.280 -0.128  -0.061
H -2.536 -0.498 0.434  0.248
H -1.699 0.939 -0.085  0.250



Most stable one: run B, least stable one: run C.



Run A
Computed, not measured: CH2N4O3 in the gas phase, with ωB97M-V/def2-TZVPD.

Results
**LUMO**: 0.310 eV
**SMILES**: N=C=NO/N=[N+](/[O-])O
**Net charge**: 0
**HOMO**: -9.603 eV

Last column: Mulliken charge in e.
Element x y z (Å)
N -2.573 -1.052 1.099  -0.427
C -1.883 -0.748 0.160  0.609
N -1.206 -0.727 -0.854  -0.334
O 0.035 -0.164 -1.050  -0.071
N 0.590 0.162 0.177  -0.269
N 1.728 0.624 0.272  0.907
O 2.237 0.897 1.322  -0.641
O 2.509 0.871 -0.862  -0.444
H -3.419 -0.613 1.404  0.282
H 1.982 0.750 -1.669  0.388



Run B
Computed, not measured: CH2N4O3 in the gas phase, with ωB97M-V/def2-TZVPD.

Results
**LUMO**: -0.050 eV
**SMILES**: N#CNN(O)[N+](=O)[O-]
**Net charge**: 0
**HOMO**: -10.908 eV

Last column: Mulliken charge in e.
Element x y z (Å)
N 1.369 -1.088 2.566  -0.368
C 0.796 -0.859 1.593  0.401
N 0.228 -0.852 0.374  -0.077
N -0.267 0.293 -0.149  -0.143
O -1.637 0.578 0.093  -0.336
N 0.177 0.794 -1.427  1.050
O 1.256 0.449 -1.739  -0.574
O -0.613 1.433 -2.081  -0.550
H 0.282 -1.753 -0.118  0.256
H -1.591 1.007 0.886  0.341



Most stable one: run B, least stable one: run A.



Run A
Computed, not measured: C7H10N2O3S as an isolated structure, with ωB97M-V/def2-TZVPD.

Results
**LUMO**: 0.599 eV
**Net charge**: 0
**HOMO**: -9.478 eV

Last column: Mulliken charge in e.
Element x y z (Å)
C -2.798 0.799 -0.473  -0.454
C -1.810 1.745 -0.119  -0.817
C -2.805 -0.463 0.034  -0.504
C -0.692 1.247 0.520  -0.373
C -1.582 -0.911 0.609  -0.464
C -0.457 -0.117 0.622  0.912
C 1.014 -0.521 0.888  0.335
N 1.390 -0.392 -1.972  -0.608
N 1.141 -1.972 0.818  -0.605
O 1.817 0.426 1.655  -0.572
O 3.388 -0.521 -0.265  -0.626
O 1.964 1.491 -0.487  -0.678
S 2.146 0.058 -0.490  1.120
H -3.472 1.188 -1.197  0.386
H -1.874 2.757 -0.245  0.515
H -3.559 -1.185 -0.448  0.244
H 0.150 1.908 0.729  0.230
H -1.581 -1.915 0.766  0.490
H 2.406 -0.448 -2.390  0.313
H 0.901 0.445 -2.268  0.311
H 0.933 -2.499 1.698  0.253
H 1.395 1.286 1.439  0.362
H 1.986 -2.406 0.575  0.227



Run B
Computed, not measured: C7H10N2O3S in the gas phase, with ωB97M-V/def2-TZVPD.

Results
**LUMO**: 0.242 eV
**SMILES**: O=c1ccn(COCCO)c(=S)[nH]1
**Net charge**: 0
**HOMO**: -8.894 eV

Last column: Mulliken charge in e.
Element x y z (Å)
O 4.366 0.843 1.101  -0.586
C 3.284 0.481 0.688  0.435
C 2.889 -1.067 0.470  -0.609
C 1.835 -1.434 -0.228  -0.145
N 1.030 -0.365 -0.778  0.161
C -0.208 -0.609 -1.436  -0.680
O -1.251 -1.098 -0.480  -0.328
C -1.766 -0.310 0.601  -0.138
C -3.210 0.206 0.228  -0.307
O -3.432 1.207 1.321  -0.540
C 1.238 0.971 -0.600  0.327
S 0.377 2.336 -0.906  -0.350
N 2.355 1.311 0.161  -0.126
H 3.548 -1.770 0.871  0.445
H 1.528 -2.420 -0.517  0.408
H -0.082 -1.509 -2.118  0.261
H -0.765 0.186 -2.111  0.341
H -1.820 -0.918 1.602  0.230
H -1.182 0.565 0.784  0.178
H -3.109 0.829 -0.714  0.176
H -4.162 -0.527 0.189  0.274
H -4.103 0.835 1.933  0.308
H 2.639 2.258 -0.062  0.267



Most stable one: run B, least stable one: run A.



Run A
Computed, not measured: a 2-piece molecular cluster, C2H8S2 overall, with ωB97M-V/def2-TZVPD.

Results
**LUMO**: 0.764 eV
**SMILES**: CS.CS
**Net charge**: 0
**HOMO**: -8.783 eV

Last column: Mulliken charge in e.
Element x y z (Å)
C 2.105 0.316 -0.084  -0.634
S 0.898 1.541 -0.780  -0.150
H 1.476 -0.530 0.162  0.150
H 2.550 0.766 0.801  0.279
H 2.930 0.087 -0.748  0.298
H 1.754 2.273 -1.477  0.082
C -1.969 -1.244 0.335  -0.650
S -2.561 0.410 -0.057  -0.153
H -0.951 -1.362 -0.023  0.170
H -2.630 -2.020 -0.038  0.298
H -2.028 -1.338 1.419  0.266
H -1.573 1.101 0.491  0.043



Run B
Computed, not measured: a 2-piece molecular cluster, C2H8S2 overall, with ωB97M-V/def2-TZVPD.

Results
**LUMO**: 0.819 eV
**SMILES**: CS.CS
**Net charge**: 0
**HOMO**: -9.144 eV

Last column: Mulliken charge in e.
Element x y z (Å)
C 3.682 -2.138 0.164  -0.744
S 2.127 -2.440 1.001  -0.195
H 3.802 -1.303 -0.525  0.323
H 4.583 -2.399 0.705  0.298
H 3.539 -2.884 -0.644  0.218
H 2.079 -1.462 1.941  0.100
C -2.606 2.647 0.402  -0.756
S -2.800 2.050 -1.324  -0.184
H -1.642 2.590 0.894  0.301
H -3.079 3.605 0.603  0.298
H -3.264 1.933 0.918  0.227
H -2.205 3.163 -1.841  0.114



Most stable one: run A, least stable one: run B.